Entry 1:
C4H11N4 | ωB97M-V with the def2-TZVPD basis set

Geometry as ORCA input:
```
! wB97M-V def2-TZVPD RIJCOSX def2/J DEFGRID3
* xyz 1 1
C -1.32 1.55 -1.26
N -0.40 0.38 -1.20
N 0.01 -0.14 -2.40
C -0.04 -0.10 -0.08
N 0.86 -1.07 0.11
C 1.16 -1.39 1.41
C 0.24 -0.39 2.23
N -0.35 0.52 1.31
H -1.07 2.17 -2.17
H -2.38 1.07 -1.32
H -1.15 2.23 -0.42
H -0.40 0.07 -3.35
H 0.99 0.11 -2.58
H 1.17 -1.44 -0.83
H 2.23 -1.14 1.66
H 1.05 -2.38 1.66
H -0.34 -0.93 2.99
H 1.08 0.15 2.74
H -1.35 0.74 1.51
*
```

Molar mass, g/mol: 115.16
Kohn-Sham gap, eV: 10.85
HOMO, eV: -13.72
SMILES: C[N+](N)=C1NCCN1
Energy above the lowest of the compared OMol25 structures with the same formula, charge and spin, kcal per mole: 65.22
DFT total energy, eV: -10278.361



Entry 2:
C58H66IrN7 | ωB97M-V with the def2-TZVPD basis set

Geometry as ORCA input:
```
! wB97M-V def2-TZVPD RIJCOSX def2/J DEFGRID3
* xyz 1 6
Ir 0.19 -0.76 -0.33
C -1.68 3.99 -4.01
C -2.33 3.84 -2.63
C -1.50 3.15 -1.57
C -0.32 3.58 0.86
C -0.02 4.68 1.88
C 1.39 5.26 1.79
C 0.52 2.26 1.12
N -0.88 1.09 -0.51
C -1.60 1.78 -1.52
C -2.26 0.95 -2.44
C -2.16 -0.46 -2.51
C -2.89 -1.25 -3.48
C -3.96 -0.71 -4.39
C -5.29 -0.46 -3.66
C -2.46 -2.53 -3.35
C -1.47 -2.52 -2.30
C -0.73 -3.60 -1.89
C 0.22 -3.72 -0.86
N 0.63 -2.70 -0.02
C 1.36 -3.29 0.97
C 1.83 -2.69 2.17
C 1.64 -1.43 2.70
N 1.01 -0.41 2.09
C 1.24 0.70 2.89
C 0.99 1.98 2.51
C 1.98 0.31 4.11
C 2.23 -1.00 3.98
C 3.03 -1.88 4.90
C 4.51 -1.95 4.49
C 2.35 1.24 5.22
C 1.15 1.64 6.08
C 1.48 -4.68 0.72
C 0.76 -4.95 -0.43
C 0.58 -6.27 -1.11
C 1.45 -6.43 -2.36
C 2.19 -5.67 1.60
C 1.30 -6.19 2.74
N -1.33 -1.25 -1.79
C -2.87 -3.73 -4.15
C -1.91 -4.02 -5.31
H -2.41 4.36 -4.73
H -1.29 3.04 -4.37
H -0.86 4.71 -3.98
H -3.27 3.30 -2.74
H -2.60 4.83 -2.27
H -0.18 4.24 2.86
H -0.74 5.49 1.78
H 2.16 4.49 1.94
H 1.53 6.01 2.57
H 1.57 5.74 0.83
H -2.86 1.42 -3.21
H -4.12 -1.42 -5.20
H -3.62 0.21 -4.86
H -5.66 -1.39 -3.22
H -6.04 -0.07 -4.34
H -5.15 0.25 -2.84
H -0.95 -4.53 -2.41
H 2.40 -3.36 2.80
H 1.33 2.78 3.16
H 2.60 -2.89 4.92
H 2.95 -1.50 5.92
H 4.61 -2.31 3.46
H 5.06 -2.63 5.15
H 4.97 -0.97 4.55
H 2.82 2.13 4.80
H 3.10 0.76 5.84
H 0.39 2.16 5.49
H 1.45 2.30 6.89
H 0.68 0.75 6.52
H -0.47 -6.42 -1.37
H 0.82 -7.07 -0.40
H 1.26 -5.63 -3.08
H 1.26 -7.39 -2.85
H 2.51 -6.38 -2.10
H 3.10 -5.23 2.01
H 2.52 -6.52 0.99
H 0.97 -5.37 3.38
H 1.84 -6.91 3.36
H 0.41 -6.68 2.34
H -3.87 -3.57 -4.54
H -2.93 -4.60 -3.49
H -1.89 -3.18 -6.01
H -2.21 -4.92 -5.85
H -0.88 -4.17 -4.95
C 1.43 3.10 -2.29
C 0.76 4.25 -1.56
C 1.27 5.50 -1.77
C 0.61 6.68 -1.39
C -0.69 6.59 -0.82
C -1.24 5.39 -0.54
C -0.52 4.06 -0.72
N -1.58 2.84 1.13
C -0.84 1.66 0.82
N 1.58 2.16 0.13
C 2.53 1.13 -0.09
C 2.15 -0.19 -0.37
C 3.14 -1.12 -0.70
C 4.48 -0.74 -0.79
C 4.84 0.56 -0.51
C 3.88 1.51 -0.15
C 4.30 2.92 0.17
N -1.50 0.38 0.69
C -2.93 0.15 0.81
C -3.90 1.11 0.48
C -5.24 0.78 0.55
C -5.63 -0.49 0.96
C -4.66 -1.42 1.31
C -3.30 -1.13 1.25
C -2.30 -2.16 1.68
H 1.28 3.21 -3.36
H 1.07 2.12 -1.99
H 2.51 3.11 -2.12
H 2.20 5.58 -2.33
H 1.06 7.65 -1.59
H -1.24 7.50 -0.61
H -2.22 5.33 -0.09
H -1.86 2.84 2.11
H 2.00 3.07 0.03
H 2.87 -2.14 -0.93
H 5.23 -1.47 -1.07
H 5.88 0.86 -0.56
H 5.38 3.02 0.12
H 3.98 3.22 1.17
H 3.88 3.65 -0.54
H -3.60 2.10 0.19
H -5.98 1.53 0.30
H -6.68 -0.75 1.01
H -4.96 -2.40 1.66
H -2.79 -2.92 2.30
H -1.48 -1.73 2.25
H -1.86 -2.67 0.82
*
```

Molar mass, g/mol: 1053.43
Kohn-Sham gap (alpha / beta), eV: 5.45 / 4.95
HOMO (alpha / beta), eV: -8.53 / -9.84
Energy above the lowest of the compared OMol25 structures with the same formula, charge and spin, kcal per mole: 0.20
DFT total energy, eV: -74475.584



Q: Which of these has the lowest energy above the lowest of the compared OMol25 structures with the same formula, charge and spin?
A: C58H66IrN7



Q: What is the energy above the lowest of the compared OMol25 structures with the same formula, charge and spin in the second record?
A: 0.20 kcal per mole



Q: Number 1 is which compound?
A: C4H11N4